[1]
Formula: C11H17BN6O3RuS
Source: OMol25
Level of theory: ωB97M-V/def2-TZVPD

```
40
C11H17BN6O3RuS | OMol25 | ωB97M-V/def2-TZVPD
H 1.736 3.930 0.382
N 1.251 2.085 -0.562
B 0.105 0.419 -2.298
N 0.630 1.799 -1.782
C 0.698 2.920 -2.539
Ru 1.971 0.863 0.898
H 0.409 2.889 -3.594
C 1.142 3.966 -1.779
H 1.217 4.998 -2.075
C 1.440 3.440 -0.520
H 0.188 0.390 -3.519
C -2.090 -3.049 2.792
H -1.593 -3.530 3.644
H -1.454 -2.240 2.404
H -2.237 -3.800 2.006
N -1.537 0.049 -2.163
N 1.122 -0.582 -1.660
N -2.168 0.035 -0.928
N 1.624 -0.628 -0.355
C -2.479 -0.341 -3.095
C 1.683 -1.589 -2.357
H -2.310 -0.373 -4.174
H 1.442 -1.691 -3.409
C -3.677 -0.661 -2.428
C 2.470 -2.347 -1.528
C -3.409 -0.431 -1.063
C 2.416 -1.746 -0.281
H -4.619 -1.013 -2.818
H 3.009 -3.247 -1.791
H -4.098 -0.606 -0.228
H 2.799 -2.032 0.686
H -3.022 -2.657 3.093
C 0.017 0.567 4.163
S 1.776 0.586 3.660
O 2.574 0.682 4.849
O 2.069 -0.570 2.738
O 1.960 1.793 2.693
H -0.073 0.227 5.216
H -0.610 -0.111 3.548
H -0.370 1.606 4.172
```

spin multiplicity: 5
gap between HOMO and LUMO (alpha / beta): 8.505 / 6.127 eV
LUMO level (alpha / beta): -0.294 / -0.381 Ha
HOMO (alpha / beta): -16.51 / -16.48 eV
total charge: +2
F_max: 3.5 eV/A
energy above the lowest of the compared OMol25 structures with the same formula, charge and spin: 0.0 kcal per mole
E_tot: -40840.2187 eV

Results of the Mulliken charge analysis, in e, for atoms 1 through 5: atom 1 (H): 0.60, atom 2 (N): 0.00, atom 3 (B): 0.35, atom 4 (N): -0.23, atom 5 (C): -0.03



[2]
Formula: C4H6O2Tl
Source: OMol25
Level of theory: ωB97M-V/def2-TZVPD

```
13
C4H6O2Tl | OMol25 | ωB97M-V/def2-TZVPD
H -0.208 -0.133 -1.414
O 0.167 2.329 -0.398
C -0.983 1.534 -0.273
C -0.657 0.098 -0.443
C -0.619 -0.857 0.507
C 0.451 -1.842 0.552
O 1.507 -1.766 -0.068
H 0.834 1.988 0.203
H -1.738 1.793 -1.038
H -1.457 1.652 0.719
H 0.290 -2.720 1.204
H -1.235 -0.768 1.402
Tl 3.649 -1.306 -0.951
```

gap between HOMO and LUMO: 9.150 eV
LUMO level: -0.178 Ha
HOMO: -13.99 eV
total charge: +1
F_max: 2.4 eV/A
energy above the lowest of the compared OMol25 structures with the same formula, charge and spin: 0.0 kcal per mole
E_tot: -13025.7886 eV

Results of the Mulliken charge analysis, in e, for atoms 1 through 5: atom 1 (H): 0.29, atom 2 (O): -0.46, atom 3 (C): -0.38, atom 4 (C): -0.12, atom 5 (C): -0.31



[3]
Formula: C4H5Br2ClO
Source: OMol25
Level of theory: ωB97M-V/def2-TZVPD

```
13
C4H5Br2ClO | OMol25 | ωB97M-V/def2-TZVPD
C 0.179 -0.870 -0.554
C -0.394 -0.352 0.741
Br 0.797 -0.674 2.288
C -0.775 1.134 0.790
Br -2.092 1.559 -0.617
C -1.574 -1.399 1.196
O -1.535 -2.551 0.899
Cl -2.745 -0.708 2.200
H 1.008 -0.159 -0.905
H -0.569 -1.046 -1.500
H 0.577 -1.912 -0.474
H -1.169 1.546 1.751
H 0.066 1.766 0.331
```

SMILES: C[C@@](Br)(CBr)C(=O)Cl
gap between HOMO and LUMO: 10.574 eV
LUMO level: 0.005 Ha
HOMO: -10.44 eV
total charge: 0
F_max: 3.1 eV/A
energy above the lowest of the compared OMol25 structures with the same formula, charge and spin: 0.0 kcal per mole
E_tot: -158883.5354 eV

Results of the Mulliken charge analysis, in e, for atoms 1 through 5: atom 1 (C): -1.24, atom 2 (C): 0.35, atom 3 (Br): -0.03, atom 4 (C): -0.85, atom 5 (Br): -0.12



[4]
Formula: C3H9N
Source: OMol25
Level of theory: ωB97M-V/def2-TZVPD

```
13
C3H9N | OMol25 | ωB97M-V/def2-TZVPD
C -0.679 0.742 0.965
N -0.149 0.250 -0.306
C 1.290 0.290 -0.210
C -0.578 -1.097 -0.594
H -0.517 1.867 1.041
H -0.115 0.079 1.743
H -1.798 0.405 1.108
H 1.696 1.299 -0.300
H 1.759 -0.337 -1.039
H 1.731 -0.150 0.742
H -1.627 -1.248 -0.937
H 0.118 -1.418 -1.362
H -0.406 -1.857 0.186
```

SMILES: CN(C)C
gap between HOMO and LUMO: 9.886 eV
LUMO level: 0.043 Ha
HOMO: -8.72 eV
total charge: 0
F_max: 2.4 eV/A
energy above the lowest of the compared OMol25 structures with the same formula, charge and spin: 28.6 kcal per mole
E_tot: -4745.8705 eV

Results of the Mulliken charge analysis, in e, for atoms 1 through 5: atom 1 (C): -0.80, atom 2 (N): -0.11, atom 3 (C): -0.90, atom 4 (C): -0.82, atom 5 (H): 0.24